No. 1
Molecular formula: C17H23N6ORuS
Method: DFT, the ωB97M-V functional and the def2-TZVPD basis

HOMO level (spin up / spin down): -11.067 / -11.082 eV
Spin multiplicity: 5
E_LUMO (spin up / spin down): -2.843 / -4.935 eV
ΔE to the lowest compared entry with this formula, charge and spin: 45.4 kJ/mol
Expectation value of S²: 6.04
DFT total energy: -1558.13192 Ha
Max |F|: 0.037 hartree/bohr
Net charge: +1

Geometry (Å):
Ru  -0.337  -2.606  0.189
S  0.324  -4.448  1.255
O  -1.354  3.794  -0.677
N  -0.438  -1.096  -1.378
N  -0.411  -4.332  -1.910
N  -2.126  -1.520  1.197
N  -0.475  1.331  -1.666
N  0.591  -1.387  1.422
N  -1.517  -3.871  -1.127
C  3.964  1.550  -0.597
C  0.438  2.185  -0.918
C  -2.269  2.934  -1.311
C  3.233  0.750  1.540
C  -3.425  -1.357  1.344
C  3.850  1.721  0.771
C  2.003  -1.441  1.755
C  -3.717  -0.122  1.980
C  -0.371  3.082  0.028
C  -1.562  2.033  -2.333
C  -2.514  0.485  2.228
C  2.845  -0.566  -0.434
C  -0.125  -0.401  1.902
C  -1.514  -0.408  1.749
C  2.735  -0.400  0.942
C  -0.476  0.060  -1.489
C  3.472  0.402  -1.199
H  2.446  -1.466  -0.897
H  3.579  0.263  -2.263
H  -2.785  2.316  -0.559
H  0.111  -5.027  -1.368
H  0.986  2.804  -1.635
H  -4.130  -2.110  1.034
H  -2.145  -3.328  -1.731
H  3.167  0.878  2.610
H  4.240  2.606  1.245
H  2.145  -1.246  2.824
H  -0.834  2.474  0.821
H  2.369  -2.449  1.516
H  4.451  2.306  -1.190
H  -2.257  1.308  -2.757
H  -2.991  3.575  -1.818
H  0.278  3.832  0.480
H  -1.135  2.656  -3.127
H  0.347  0.386  2.492
H  -0.699  -4.748  -2.799
H  -4.702  0.236  2.209
H  1.141  1.567  -0.359
H  -2.072  -4.630  -0.701
H  -2.334  1.428  2.709

=====

No. 2
Molecular formula: C17H23NO3
Method: DFT, the ωB97M-V functional and the def2-TZVPD basis

HOMO level: -7.011 eV
E_LUMO: -0.502 eV
ΔE to the lowest compared entry with this formula, charge and spin: 590.2 kJ/mol
DFT total energy: -941.91083 Ha
Max |F|: 0.075 hartree/bohr
Net charge: 0

Geometry (Å):
O  1.807  0.966  -0.492
O  -1.436  -0.657  -2.689
O  -0.291  -2.503  -3.050
N  -1.094  -1.102  0.278
C  -1.122  0.950  2.221
C  -0.420  -1.319  -2.420
C  1.227  1.281  2.056
C  2.046  -2.642  -2.447
C  0.089  0.562  1.591
C  0.929  0.567  -1.286
C  -2.289  -0.322  -0.080
C  -0.185  3.072  2.861
C  -1.283  2.227  2.727
C  0.834  -3.402  -2.888
C  0.078  -0.551  0.607
C  -0.372  4.494  3.301
C  1.733  -1.880  -1.164
C  0.612  -0.890  -1.395
C  1.084  2.524  2.649
C  0.238  1.590  -2.120
C  -1.231  -2.547  0.315
H  -0.841  4.562  4.295
H  0.917  1.877  -2.933
H  -2.281  2.594  2.982
H  0.996  -1.136  0.612
H  -1.991  0.289  2.188
H  0.954  -3.848  -3.876
H  -0.633  -2.976  -0.501
H  -3.146  -0.661  0.531
H  0.492  -4.148  -2.166
H  -2.130  0.761  0.045
H  1.964  3.105  2.902
H  2.225  0.927  1.848
H  2.862  -3.352  -2.294
H  0.019  2.461  -1.490
H  1.431  -2.621  -0.412
H  2.377  -1.889  -3.172
H  -0.856  -2.965  1.269
H  -2.288  -2.774  0.167
H  2.605  -1.332  -0.789
H  0.587  5.018  3.309
H  -2.501  -0.526  -1.142
H  -0.680  1.201  -2.544
H  -1.035  5.015  2.597

=====

No. 3
Molecular formula: C17H23NOSi
Method: DFT, the ωB97M-V functional and the def2-TZVPD basis

HOMO level: -8.260 eV
Structure (SMILES): CN(C)CCO[Si](C)(c1ccccc1)c1ccccc1
E_LUMO: 0.729 eV
ΔE to the lowest compared entry with this formula, charge and spin: 0.0 kJ/mol
DFT total energy: -1081.05286 Ha
Max |F|: 0.080 hartree/bohr
Net charge: 0

Geometry (Å):
Si  -0.665  0.765  -0.687
O  0.025  -0.761  -0.894
N  1.160  -3.284  -0.625
C  -0.290  -3.201  -0.643
C  1.805  3.963  0.457
C  3.165  2.027  -0.156
C  1.775  -2.701  0.582
C  0.790  1.872  -0.194
C  -3.838  0.776  1.875
C  -0.820  -1.864  -1.160
C  -1.130  0.060  1.875
C  2.004  1.322  -0.420
C  1.866  -2.789  -1.871
C  3.011  3.318  0.354
C  0.657  3.200  0.238
C  -1.268  1.559  -2.234
C  -3.228  0.142  2.982
C  -1.879  -0.261  2.982
C  -3.053  1.050  0.769
C  -1.748  0.655  0.804
H  -2.104  1.160  -2.750
H  -1.003  -1.879  -2.272
H  -0.655  -3.294  0.368
H  3.932  3.794  0.499
H  1.310  -3.214  1.375
H  -1.412  -0.859  3.741
H  -0.491  1.553  -2.986
H  2.884  -2.997  0.696
H  -1.866  -1.670  -0.856
H  1.622  -1.615  0.800
H  -0.756  -4.044  -1.150
H  -3.904  -0.268  3.736
H  -4.869  1.056  1.748
H  2.150  0.283  -0.903
H  -1.629  2.588  -2.207
H  1.501  -3.272  -2.807
H  1.821  -1.737  -2.026
H  -0.358  3.467  0.590
H  2.977  -3.009  -1.821
H  4.184  1.709  -0.361
H  -0.049  -0.251  1.832
H  -3.410  1.679  -0.110
H  1.789  4.973  0.828

=====

No. 4
Molecular formula: C17H23SiTc
Method: DFT, the ωB97M-V functional and the def2-TZVPD basis

HOMO level (spin up / spin down): -19.814 / -19.442 eV
Spin multiplicity: 2
E_LUMO (spin up / spin down): -11.750 / -11.913 eV
ΔE to the lowest compared entry with this formula, charge and spin: 0.0 kJ/mol
Expectation value of S²: 0.77
DFT total energy: -1030.76217 Ha
Max |F|: 0.015 hartree/bohr
Net charge: +3

Geometry (Å):
Tc  0.208  0.600  0.106
Si  -2.719  -2.301  -1.079
C  -2.110  -0.542  -0.708
C  1.807  2.017  0.921
C  -1.209  1.614  -1.468
C  0.949  1.476  3.269
C  2.560  1.659  -0.236
C  -2.540  1.515  0.551
C  -3.022  -3.362  0.392
C  1.520  1.081  1.942
C  -1.848  2.264  -0.403
C  -2.649  0.127  0.407
C  -1.343  0.218  -1.622
C  -2.993  -2.670  -2.857
C  2.922  2.687  -1.242
C  2.642  -0.652  0.553
C  3.005  0.331  -0.373
C  3.154  -2.042  0.472
C  1.751  -0.276  1.605
H  3.685  0.088  -1.182
H  -2.590  -4.357  0.231
H  -3.027  2.009  1.383
H  1.272  0.789  4.050
H  2.238  3.533  -1.243
H  -3.226  -0.423  1.144
H  -1.832  3.346  -0.344
H  3.022  2.273  -2.244
H  -2.647  -1.869  -3.511
H  -0.965  -0.246  -2.526
H  -0.737  2.193  -2.253
H  4.093  -2.085  -0.077
H  -0.143  1.467  3.267
H  1.262  2.480  3.550
H  1.509  -1.033  2.343
H  -2.496  -3.603  -3.145
H  3.909  3.092  -0.982
H  3.285  -2.467  1.466
H  -2.619  -2.961  1.322
H  1.631  3.071  1.106
H  -4.097  -3.528  0.534
H  2.448  -2.689  -0.060
H  -4.060  -2.826  -3.060